The following is a DFT calculation (ωB97M-V/def2-TZVPD) of 6 unconnected molecules or ions with the total composition C22H58N7O9P.

Frontier orbital gap = 8.9 eV
Spin multiplicity = 1

The geometry in XYZ format:
```
97
Properties=species:S:1:pos:R:3:forces:R:3:lowdin_charge:R:1
O -2.08828 1.71956 0.71802 -0.5284 -0.3080 -0.1321 0.23
C -1.84429 0.62760 0.43845 1.1510 0.2921 0.2576 -0.24
N -1.45318 -0.54063 0.26604 -0.5587 -0.3406 -0.0554 0.14
O -0.30237 -0.58955 -0.57861 -0.1053 0.4466 -0.3293 -0.02
C 0.80807 -0.09066 0.03766 0.9331 -0.3171 0.6835 -0.62
O 0.96266 -0.00635 1.22303 -0.3318 0.0635 -0.2263 0.13
N 1.78658 0.25282 -0.90374 -1.2439 0.2744 0.0506 -0.02
P 1.31685 1.41663 -2.08483 0.4727 0.7740 -0.5508 0.69
O 2.03158 2.69166 -1.90408 0.2865 -0.0338 0.0860 -0.41
H 2.56434 0.64581 -0.37784 0.1899 -0.1078 -0.1566 0.12
H 1.54185 0.82932 -3.33746 -0.1188 -0.2977 0.1885 0.02
H -0.07523 1.60461 -1.98762 0.0166 -0.5910 0.1574 0.03
C -5.63009 -2.61375 0.29241 0.1057 0.1832 -0.0468 -0.10
O -4.40107 -2.52002 0.98679 -0.1507 -0.0533 0.0250 -0.20
C -3.99338 -3.70142 1.65154 0.1905 -0.0408 0.1697 -0.21
C -3.30595 -4.73693 0.74847 -0.1366 0.0947 -0.2200 -0.43
C -4.27063 -5.51175 -0.14379 -0.0311 -0.1529 0.0292 -0.07
N -2.26750 -4.12921 -0.08797 -0.0041 0.0844 0.1762 0.04
H -6.33763 -3.26829 0.80965 0.0082 -0.0431 -0.0177 0.09
H -5.48445 -2.96453 -0.73190 -0.0877 -0.0913 0.0121 0.08
H -6.05612 -1.61107 0.24231 0.0232 -0.0085 0.0453 0.06
H -3.26872 -3.37445 2.40205 0.0063 0.0603 -0.0411 0.12
H -4.83804 -4.14509 2.19571 -0.0450 -0.0362 -0.0908 0.12
H -2.82058 -5.46157 1.40932 -0.0001 0.0568 0.0734 0.13
H -4.60643 -4.91931 -0.99451 0.0110 0.0523 0.0244 0.06
H -3.77893 -6.39752 -0.54529 0.0370 0.0330 -0.0170 0.08
H -5.14999 -5.84004 0.41437 -0.0051 0.0165 -0.0054 0.08
H -1.56763 -3.70389 0.51392 0.0587 -0.0543 -0.0374 0.07
H -2.69209 -3.33743 -0.56471 0.0371 -0.0251 -0.0748 0.06
C 4.46671 -0.30313 -5.10739 -0.0012 0.1937 0.1233 -0.10
O 3.47893 -0.72885 -4.18511 -0.1082 -0.0105 -0.1353 -0.23
C 3.29258 -2.13080 -4.09816 -0.1329 -0.1211 0.0922 -0.20
C 4.31042 -2.83631 -3.19276 0.1534 0.1477 -0.0320 -0.43
C 5.69158 -2.99323 -3.82032 0.0709 -0.1069 -0.0336 -0.06
N 4.44172 -2.14895 -1.90630 -0.1456 0.1022 0.0338 0.05
H 4.50093 -0.95142 -5.98743 0.0190 -0.0407 0.0203 0.09
H 5.45189 -0.25859 -4.63837 0.0375 -0.0605 -0.0698 0.07
H 4.20396 0.70574 -5.42630 -0.0512 -0.0155 -0.0014 0.09
H 2.30052 -2.26938 -3.65866 -0.0003 0.0830 0.0143 0.12
H 3.26128 -2.57651 -5.10097 0.1178 0.0150 -0.0113 0.12
H 3.92556 -3.84194 -2.99789 -0.0992 0.0283 -0.0225 0.14
H 6.25178 -2.05855 -3.81279 -0.0493 0.0336 0.0150 0.06
H 6.27629 -3.72152 -3.25876 -0.0142 0.0253 0.0410 0.08
H 5.62019 -3.34390 -4.85209 -0.0061 0.0145 -0.0004 0.08
H 3.53953 -2.14221 -1.43763 0.0314 -0.1002 0.0390 0.06
H 4.62468 -1.16611 -2.10502 0.1462 -0.0265 0.0060 0.05
C 0.59700 1.31406 7.09411 0.1168 0.1254 -0.0740 -0.11
O 0.73467 1.08578 5.70539 -0.0529 -0.0526 0.1054 -0.19
C -0.16196 0.14016 5.15450 0.0269 -0.1643 -0.2397 -0.21
C -1.55711 0.69132 4.82683 0.0265 0.2021 0.2259 -0.43
C -2.44553 0.89188 6.05060 -0.1293 -0.0935 0.0205 -0.07
N -1.48909 1.94885 4.07687 0.1420 -0.1452 -0.1173 0.05
H 0.31087 0.40157 7.62579 -0.0512 0.0006 -0.0037 0.09
H -0.13121 2.10252 7.29979 -0.0619 -0.0723 0.0812 0.07
H 1.56459 1.64657 7.46982 0.0148 -0.0229 -0.0315 0.09
H 0.29907 -0.18345 4.21777 0.0370 0.0597 0.0005 0.12
H -0.22826 -0.74461 5.80273 -0.0625 0.0515 0.0647 0.12
H -2.04581 -0.05073 4.18684 0.0758 -0.0375 -0.0252 0.13
H -2.17235 1.78513 6.61206 0.0610 0.0001 -0.0177 0.06
H -3.48450 1.01234 5.74353 0.0185 0.0396 -0.0298 0.07
H -2.39181 0.03366 6.72384 0.0164 0.0116 0.0050 0.08
H -0.98628 1.78135 3.20912 -0.0776 0.0426 -0.0361 0.06
H -0.88326 2.58155 4.59318 -0.0744 0.0403 0.0343 0.07
C 6.33202 0.48326 -0.39021 0.0075 -0.2570 -0.1198 -0.10
O 6.18795 0.92834 -1.72911 -0.0862 -0.0311 0.1022 -0.21
C 5.94589 2.31585 -1.89034 -0.1164 0.1454 -0.1708 -0.21
C 7.20199 3.19539 -1.83757 0.1543 -0.2032 0.1533 -0.43
C 7.74789 3.40573 -0.42905 -0.0102 0.1348 0.0765 -0.07
N 8.27758 2.67741 -2.68970 -0.1696 -0.0459 -0.1097 0.04
H 5.68941 1.04406 0.29587 0.0438 0.0892 -0.0113 0.09
H 7.36950 0.54296 -0.05426 -0.0280 0.1114 0.0803 0.08
H 6.03586 -0.56599 -0.36871 0.0001 0.0024 0.0013 0.07
H 5.50312 2.41747 -2.88469 -0.0007 -0.0563 -0.0017 0.12
H 5.18992 2.65806 -1.17205 0.0468 0.0042 0.0478 0.12
H 6.91378 4.17639 -2.22642 -0.0674 -0.0270 -0.0389 0.14
H 8.28711 2.53145 -0.06464 -0.0327 -0.0440 -0.0357 0.06
H 8.44838 4.24051 -0.41997 0.0253 -0.0266 -0.0382 0.08
H 6.94569 3.63283 0.27591 -0.0021 -0.0186 -0.0023 0.08
H 7.95294 2.64039 -3.65185 0.0552 0.0969 -0.0126 0.07
H 8.42610 1.70301 -2.43982 0.0766 0.0318 0.0552 0.07
C -8.22527 0.94009 0.03359 -0.0686 -0.0794 -0.1584 -0.10
O -8.16888 1.81460 -1.07693 0.0132 -0.0051 0.1207 -0.19
C -7.54228 3.05996 -0.83545 -0.0146 0.2206 -0.1275 -0.21
C -6.00908 3.03227 -0.90240 -0.0022 -0.3153 0.0469 -0.43
C -5.34798 2.40765 0.32064 0.0293 0.0964 0.1229 -0.06
N -5.52156 2.34446 -2.10350 -0.1426 0.0933 -0.0587 0.04
H -8.35491 1.48770 0.97147 0.0540 0.0088 0.0159 0.09
H -7.33126 0.31431 0.09508 0.0106 0.0533 0.1217 0.05
H -9.08414 0.28426 -0.10830 -0.0162 0.0300 -0.0228 0.09
H -7.90291 3.72192 -1.62726 -0.0239 -0.0549 -0.0296 0.12
H -7.88854 3.48334 0.11668 0.0617 -0.0594 0.0548 0.12
H -5.67724 4.07332 -0.95723 -0.0647 0.0271 -0.0290 0.14
H -5.41399 1.31852 0.31290 -0.0589 -0.0044 -0.0403 0.06
H -4.29238 2.66493 0.34462 0.0007 0.0124 -0.0358 0.05
H -5.79981 2.77016 1.24607 -0.0167 -0.0206 -0.0018 0.08
H -5.86905 2.82469 -2.92875 0.0993 0.0443 -0.0058 0.07
H -5.97275 1.43384 -2.13880 0.0694 -0.0307 0.0331 0.07
```
Positions in Å, forces in eV/Å.

The following is a DFT calculation (ωB97M-V/def2-TZVPD) of 6 unconnected molecules or ions with the total composition C22H59BrN5O6.

Frontier orbital gap (spin up / spin down) = 9.2 / 4.0 eV
⟨S²⟩ = 0.755
Spin multiplicity = 2

The geometry in XYZ format:
```
93
Properties=species:S:1:pos:R:3:forces:R:3:lowdin_spin:R:1
Br 23.15753 24.18160 9.08362 0.0500 -0.1792 0.1497 0.82
C 18.60860 25.39157 9.15893 -1.6322 1.1565 -0.1609 0.01
C 18.97128 26.72635 8.40322 -0.2313 -1.6803 1.6496 0.01
C 18.51376 28.03678 9.12787 -0.7769 -0.7967 -0.5448 0.00
O 17.07415 28.05974 9.11918 0.4655 -0.2240 0.7813 0.00
C 16.47395 29.20784 9.71539 -0.2690 0.1192 -0.8582 0.00
N 20.39399 26.65524 8.36677 2.0166 1.2739 -0.8209 0.08
H 17.54286 25.40100 9.38739 -0.1970 -0.2657 0.0778 0.00
H 19.14363 25.29522 10.10369 0.1984 0.0486 -0.1440 0.00
H 18.80012 24.55639 8.48522 0.1847 -0.0431 0.1324 0.00
H 18.54291 26.60999 7.40771 -0.0360 0.5716 -0.0605 0.00
H 18.91865 28.92789 8.64820 0.0598 0.0212 -0.4073 0.00
H 18.88855 28.06405 10.15106 0.0604 -0.2761 0.2922 0.00
H 15.46247 29.01972 10.07543 0.0393 -0.7171 -0.1033 0.00
H 16.33359 29.92037 8.90256 0.2406 0.5713 0.2061 0.00
H 16.98158 29.65472 10.57021 0.5832 -0.1355 -0.1354 0.00
H 20.81889 26.76473 9.27648 -0.1367 0.7028 0.6554 0.00
H 20.82814 25.78162 8.10523 -0.6792 -0.4440 -0.6478 0.00
C 23.88401 27.70360 6.98304 0.1922 1.1120 0.5559 0.00
C 23.73098 26.63350 5.90511 -1.2194 0.2004 1.7527 0.00
C 24.97628 25.74738 5.94721 -0.6869 0.5493 -0.2357 0.00
O 25.99343 26.57877 5.45453 -0.4052 0.5504 -1.6793 0.00
C 27.24881 26.01751 5.22143 0.2352 -0.9989 0.8978 0.00
N 22.51626 25.79821 6.14690 1.0927 -0.4676 -0.4735 0.03
H 22.98722 28.16198 7.39989 -0.6527 -0.0723 -0.8238 0.00
H 24.49358 28.52166 6.59921 0.1790 0.0218 0.1353 0.00
H 24.31876 27.38154 7.92928 0.5759 -0.6103 -0.2736 0.00
H 23.66450 27.15011 4.94762 -0.0125 -0.3730 -0.1547 0.00
H 24.70330 24.82830 5.42868 0.6802 -0.1328 -0.8089 0.00
H 25.22854 25.43981 6.96203 -0.0930 0.0672 0.4489 0.00
H 27.97686 26.67792 4.75036 -0.3979 0.6695 0.5230 0.00
H 27.29131 25.15173 4.56059 -0.6655 -0.3695 -0.0633 0.00
H 27.52026 25.70033 6.22832 1.1940 -0.2706 -0.0646 0.00
H 21.70160 26.29468 6.47849 0.1545 0.7596 -0.2642 0.00
H 22.77686 25.21639 6.93026 -0.1360 -0.3849 -0.0217 0.00
C 19.37589 19.79051 8.39838 -0.2135 0.6073 0.2241 0.00
C 20.10295 20.91548 9.15907 -0.5005 0.5413 0.9068 0.00
C 19.97837 20.80571 10.69929 0.0335 -0.4347 -0.2398 0.00
O 18.67278 20.96986 11.20413 -0.3338 0.0476 -0.0732 0.00
C 18.14616 22.27878 11.10691 -0.0707 -0.1659 -0.4364 0.00
N 21.47782 20.96791 8.78856 2.1603 -0.8750 -0.3687 0.02
H 19.78597 19.67261 7.39538 -0.1323 0.2279 -0.1119 0.00
H 18.30924 20.00889 8.34698 0.0033 0.0256 -0.1777 0.00
H 19.45087 18.80578 8.85966 0.3100 0.1502 0.3642 0.00
H 19.80240 21.94261 8.95216 -1.5463 -0.1168 -0.4224 0.00
H 20.63510 21.52041 11.19526 0.2859 0.3616 -0.1190 0.00
H 20.30086 19.81969 11.03375 0.0038 -0.1239 -0.1104 0.00
H 17.21534 22.31651 11.67281 0.2083 -0.0398 0.1666 0.00
H 17.89964 22.55028 10.08044 -0.0555 -0.0818 -0.2391 0.00
H 18.85081 23.03762 11.44710 0.1495 0.0410 0.3731 0.00
H 21.97810 21.77199 9.13968 -0.1249 0.0591 0.4746 0.00
H 21.58272 21.05557 7.78785 -0.1370 -0.2524 -0.2300 0.00
C 23.77508 27.81126 10.69486 -0.5525 -0.2375 -0.2584 0.00
C 22.58517 27.48488 11.61732 0.9966 2.0770 0.1373 0.00
C 21.85881 28.88592 11.94859 0.5142 -1.8178 -0.5999 0.00
O 21.03819 28.67319 13.05790 -0.1567 -0.0473 -0.0050 0.00
C 20.08149 29.66717 13.27827 -1.1438 -0.3807 0.6971 0.00
N 21.62952 26.54955 11.09102 -0.5776 0.3072 -0.2789 0.00
H 23.46754 28.34475 9.79547 -0.0756 0.4071 0.1618 0.00
H 24.29806 26.94481 10.29007 -0.0459 -0.3310 0.3687 0.00
H 24.48061 28.38387 11.29690 0.0609 0.1513 -0.3033 0.00
H 23.07435 27.07707 12.50191 -0.2836 0.2683 0.6016 0.00
H 21.26128 29.15309 11.07698 -0.2490 -0.1550 -0.3322 0.00
H 22.51567 29.74303 12.09687 0.5900 -0.1928 0.2464 0.00
H 19.41070 29.23401 14.02024 0.1982 0.2973 0.4871 0.00
H 19.37490 29.85478 12.46980 0.4074 -0.0289 -0.8171 0.00
H 20.46859 30.62725 13.61959 0.3133 -0.0108 0.0606 0.00
H 22.04578 25.68138 10.78590 0.1724 -0.0068 0.2609 0.00
H 20.94535 26.35839 11.80898 -0.1589 -0.1649 0.0479 0.00
C 25.66458 13.94445 7.60588 -0.4227 0.9957 -0.6194 0.00
O 25.43784 15.11076 8.41223 0.4396 -0.1647 -0.1668 0.00
C 25.89294 16.36252 7.86170 -0.5264 0.1331 0.8784 0.00
C 25.37876 17.45433 8.83931 -1.3893 -1.5340 -0.8065 0.00
N 25.55412 18.85382 8.48656 0.8592 -0.1317 -0.8065 0.00
C 24.95863 19.12660 7.14591 0.1994 1.4899 0.2682 0.00
C 25.07790 20.66507 6.72218 -0.4301 -1.0818 1.4760 0.00
O 26.26599 21.25497 7.20496 -0.3264 0.7947 -0.0306 0.00
C 26.23727 22.67521 7.05856 1.5428 -0.1177 -1.0773 0.00
H 25.68897 13.02245 8.18675 0.2615 0.3915 0.3588 0.00
H 26.54145 14.06145 6.96908 0.4420 -0.1322 0.3298 0.00
H 24.85280 13.82173 6.88890 -0.3693 0.0662 -0.0507 0.00
H 25.42811 16.56303 6.89639 0.0873 -0.3414 -0.2283 0.00
H 26.97808 16.37763 7.75997 0.1662 -0.0642 -0.0279 0.00
H 25.58571 17.15490 9.86675 0.8380 0.5713 0.0208 0.00
H 24.29515 17.33908 8.81501 -0.5499 -0.7715 -0.0670 0.00
H 24.92764 19.25411 9.17020 0.1459 0.9430 -0.0654 0.00
H 23.90171 18.86685 7.20542 -0.4749 0.1935 -0.2430 0.00
H 25.33039 18.50939 6.32800 0.6418 -0.0065 0.4208 0.00
H 24.27223 21.20552 7.21908 -0.4897 -0.0163 -0.0037 0.00
H 24.93429 20.79706 5.64977 0.2028 -0.1433 -0.2521 0.00
H 26.43599 22.95044 6.02278 -0.2384 -0.1881 -0.5787 0.00
H 27.13208 23.08568 7.52645 -0.1989 -0.1842 0.6380 0.00
H 25.36249 23.27600 7.30742 -0.4343 -0.7615 0.6658 0.01
```
Positions in Å, forces in eV/Å.

| no. | strongest force on any atom (hartree/bohr) |
| --- | --- |
| 1 | 0.025 |
| 2 | 0.049 |